Entry 1:
The following is a DFT calculation (the ωB97M-V functional and the def2-TZVPD basis) of a molecular structure, C19H47B2O9PtS4.

Positions of all 82 atoms, in Å:
Pt (1.19728, -0.50593, 2.55638)
B (0.07158, 0.23613, 0.78600)
H (0.38110, 1.01622, 1.46415)
H (0.81969, -0.24320, 0.17378)
H (-0.41453, -0.48705, 1.42236)
H (-0.60538, 0.74590, 0.11810)
B (-1.61398, 1.73417, 4.20266)
H (-1.19069, 1.05610, 3.47789)
H (-0.86359, 2.45959, 4.47639)
H (-2.45930, 2.21882, 3.73921)
H (-1.89562, 1.20456, 5.09956)
C (3.84225, 1.89144, 3.85304)
C (2.41226, 2.22296, 4.21185)
C (1.79485, 3.33442, 3.27270)
O (1.56961, 1.11802, 4.18713)
H (3.88691, 1.31351, 2.92994)
H (4.32388, 1.34507, 4.66397)
H (4.38355, 2.81158, 3.63293)
H (2.53578, 2.60471, 5.22531)
H (1.93275, 3.04878, 2.22987)
H (2.29691, 4.27851, 3.48421)
H (0.72587, 3.45465, 3.44856)
C (-1.47784, 0.98872, -5.11600)
C (-0.84480, -0.17152, -4.19233)
C (-0.47343, 0.31426, -2.78296)
S (-0.71428, 2.13812, -2.84473)
O (0.56515, 2.68223, -3.24923)
O (-1.40619, 2.63085, -1.60930)
C (-1.87364, 2.20654, -4.26732)
H (-2.33209, 0.64782, -5.70094)
H (-0.63266, 1.32699, -5.71546)
H (0.07377, -0.46759, -4.69895)
H (-1.41983, -1.09547, -4.13105)
H (0.45272, 0.00238, -2.30018)
H (-1.18510, 0.00897, -2.01587)
H (-1.75212, 3.13799, -4.82026)
H (-2.86736, 2.15497, -3.82239)
C (-4.19471, -2.27393, 0.08832)
C (-5.62689, -1.86621, -0.00963)
C (-5.71952, -0.57462, -0.86993)
S (-4.13703, 0.38106, -0.70657)
O (-4.29326, 1.42596, 0.27402)
O (-3.68652, 0.67323, -2.07423)
C (-3.23457, -1.00631, -0.00776)
H (-3.96924, -2.87067, -0.79551)
H (-3.98955, -2.98278, 0.89053)
H (-5.87254, -1.52833, 0.99715)
H (-6.26928, -2.72298, -0.21303)
H (-6.63985, -0.01788, -1.04639)
H (-5.56635, -0.97365, -1.87263)
H (-3.14837, -0.64303, 1.01630)
H (-2.21483, -1.03563, -0.39166)
C (5.38034, 2.27675, -0.40757)
C (4.10600, 2.93612, 0.19902)
C (2.89883, 2.10625, -0.43409)
S (3.32488, 0.31519, -0.09935)
O (2.99206, -0.49321, -1.26903)
O (3.05985, -0.02805, 1.29644)
C (5.11433, 0.72255, -0.29556)
H (6.30580, 2.40983, 0.15272)
H (5.49080, 2.66428, -1.42034)
H (3.93892, 3.96138, -0.13116)
H (4.23469, 2.94333, 1.28138)
H (2.85846, 2.09503, -1.52329)
H (1.95618, 2.29036, 0.08127)
H (5.45548, 0.31457, -1.24701)
H (5.64865, 0.05266, 0.37812)
C (-1.25128, -4.83980, -0.05555)
C (-0.68666, -4.26926, -1.39323)
C (0.04725, -3.02168, -1.03492)
S (1.21286, -3.61981, 0.32482)
O (1.24846, -2.57399, 1.31398)
O (2.38482, -4.27132, -0.26101)
C (0.07193, -4.98614, 0.87348)
H (-1.79427, -5.78267, 0.00968)
H (-1.93156, -4.12498, 0.40744)
H (-1.49910, -4.10133, -2.10022)
H (0.07854, -4.90267, -1.84197)
H (-0.41645, -2.19061, -0.50351)
H (0.70056, -2.49085, -1.72739)
H (-0.12284, -4.75778, 1.92135)
H (0.51165, -5.98285, 0.83722)

Summary:
HOMO energy (spin up / spin down) in Ha: -0.15541 / -0.15328
2S+1: 3
Molecular weight in Da: 764.5
⟨S²⟩: 2.014
Charge: -1
Kohn-Sham gap (spin up / spin down) in eV: 6.13 / 6.03



Entry 2:
The following is a DFT calculation (the ωB97M-V functional and the def2-TZVPD basis) of a molecular structure, C21H31N2O4RuSbSe4Si3.

Positions of all 67 atoms, in Å:
Ru (-1.74659, -1.41293, 1.12262)
O (2.80733, -0.67396, 0.74687)
C (1.65994, -0.79440, 1.11107)
O (0.64566, -0.20821, 0.49345)
C (1.26045, -1.64040, 2.26772)
C (2.10841, -1.80620, 3.34667)
C (1.71312, -2.64042, 4.38040)
C (0.52062, -3.33077, 4.26348)
C (-0.25901, -3.12641, 3.13835)
N (0.07984, -2.26777, 2.17922)
C (-1.51489, -3.94748, 2.86354)
O (-1.77835, -4.86794, 3.62158)
O (-2.13708, -3.59604, 1.80197)
H (3.05073, -1.27604, 3.36170)
H (2.34121, -2.76340, 5.25228)
H (0.15841, -4.02152, 5.01093)
C (2.03205, 1.15142, -3.43637)
Si (2.43185, 0.22178, -1.80082)
C (2.59641, -1.59680, -2.30137)
C (4.14295, 0.95022, -1.41803)
C (0.88052, 0.67543, -0.70215)
Si (1.20861, 2.42544, 0.06807)
C (1.75955, 3.62122, -1.28790)
C (-0.36226, 3.11343, 0.83951)
C (2.49611, 2.31357, 1.44464)
Si (-0.78154, 0.49634, -1.67791)
C (-0.61895, -0.62438, -3.19297)
C (-1.38444, 2.17346, -2.30548)
C (-2.27423, -0.37017, -0.79894)
C (-3.51913, 0.27297, -0.63857)
C (-4.69477, -0.45402, -0.72549)
C (-4.62562, -1.82755, -0.92919)
C (-3.38034, -2.43141, -0.98242)
N (-2.23097, -1.73957, -0.94696)
H (2.02515, 0.46626, -4.28778)
H (2.80480, 1.89768, -3.63411)
H (1.07390, 1.67293, -3.43641)
H (3.18860, -1.66537, -3.21719)
H (1.62840, -2.06342, -2.49594)
H (3.10026, -2.17858, -1.53004)
H (4.73874, 0.90809, -2.33410)
H (4.67287, 0.40163, -0.64223)
H (4.08502, 1.99690, -1.11428)
H (1.08954, 3.58679, -2.14775)
H (2.77244, 3.42495, -1.64299)
H (1.73402, 4.63770, -0.88861)
H (-0.51309, 4.16538, 0.58577)
H (-0.32423, 3.06011, 1.92725)
H (-1.25405, 2.57423, 0.52112)
H (3.36706, 1.71101, 1.18817)
H (2.05218, 1.90053, 2.35515)
H (2.84039, 3.32288, 1.68462)
H (0.27694, -0.40011, -3.77181)
H (-1.48670, -0.47157, -3.83967)
H (-0.59870, -1.67501, -2.90556)
H (-0.67174, 2.55300, -3.04163)
H (-1.49305, 2.92845, -1.52691)
H (-2.34675, 2.06488, -2.80942)
H (-3.55531, 1.34395, -0.47984)
H (-5.65370, 0.02994, -0.61512)
H (-5.52579, -2.42171, -0.99654)
H (-3.27694, -3.50695, -1.05528)
Se (-1.16573, 0.05719, 5.09437)
Sb (-2.23486, 0.30988, 2.93877)
Se (-6.04590, -0.86891, 2.40154)
Se (-3.76768, 2.16566, 2.96330)
Se (-4.12168, -1.92590, 2.58365)

Summary:
HOMO energy (spin up / spin down) in Ha: -0.13945 / -0.15961
2S+1: 6
Molecular weight in Da: 998.4
⟨S²⟩: 8.805
Charge: -1
Kohn-Sham gap (spin up / spin down) in eV: 5.93 / 5.20



Entry 3:
The following is a DFT calculation (the ωB97M-V functional and the def2-TZVPD basis) of a molecular structure, C38H36N3OP2RhS.

Positions of all 82 atoms, in Å:
Rh (0.07296, -0.76167, 0.21217)
C (0.20951, 2.79399, -0.81858)
C (1.32674, 2.15210, 0.00097)
P (1.03230, 1.05495, 1.53368)
C (0.78993, 2.26427, 2.86690)
C (0.55252, 3.62013, 2.62401)
C (0.28505, 4.47128, 3.67888)
C (0.29235, 4.00437, 4.98476)
C (0.56235, 2.66634, 5.23789)
C (0.81987, 1.80750, 4.19156)
C (-0.27808, -0.19742, 2.30336)
C (0.38133, -1.15944, 3.08829)
C (-0.32189, -1.89078, 4.03032)
C (-1.68420, -1.68953, 4.18618)
C (-2.33437, -0.72661, 3.42630)
C (-1.64116, 0.03491, 2.50258)
C (-0.38158, 1.85746, -1.86766)
P (-1.47946, 0.55475, -1.13336)
C (-1.87786, -0.56556, -2.49867)
C (-2.62589, -1.70048, -2.17463)
C (-2.94407, -2.62099, -3.15373)
C (-2.51448, -2.42043, -4.45789)
C (-1.76008, -1.30237, -4.77753)
C (-1.44058, -0.37223, -3.80568)
C (-3.00576, 1.53807, -0.87210)
C (-3.08009, 2.45198, 0.17807)
C (-4.19547, 3.25592, 0.32902)
C (-5.25628, 3.14093, -0.55644)
C (-5.18149, 2.24241, -1.60826)
C (-4.06679, 1.43813, -1.77158)
H (0.65284, 3.64568, -1.34441)
H (-0.58591, 3.19211, -0.18757)
H (2.00106, 2.91663, 0.40133)
H (1.92230, 1.51344, -0.65829)
H (0.54078, 4.01060, 1.61973)
H (0.06701, 5.50867, 3.47861)
H (0.10400, 4.68027, 5.80268)
H (0.57697, 2.29718, 6.25147)
H (1.05410, 0.77418, 4.40211)
H (1.45502, -1.27986, 2.98761)
H (0.19420, -2.60894, 4.64774)
H (-2.23684, -2.26822, 4.90979)
H (-3.39072, -0.55465, 3.55820)
H (-2.14900, 0.81533, 1.95850)
H (0.42072, 1.35068, -2.41290)
H (-0.98847, 2.43988, -2.56770)
H (-2.95350, -1.85671, -1.15350)
H (-3.52479, -3.49685, -2.90563)
H (-2.77635, -3.12376, -5.23313)
H (-1.41844, -1.14540, -5.78862)
H (-0.86943, 0.50443, -4.07067)
H (-2.26059, 2.54817, 0.88205)
H (-4.23677, 3.96399, 1.14258)
H (-6.13990, 3.74483, -0.41828)
H (-5.99723, 2.16264, -2.30925)
H (-4.01334, 0.75145, -2.60437)
O (0.90443, -2.10373, -1.90959)
C (1.48201, -1.23497, -1.30006)
S (-0.80826, -3.02656, 0.61496)
C (0.55861, -3.97853, 0.29141)
N (0.57148, -5.04151, -0.49390)
C (1.88839, -5.65394, -0.56649)
C (2.68730, -4.85664, 0.48384)
N (1.76395, -3.78577, 0.83634)
H (-0.20075, -5.34048, -1.06561)
H (2.30102, -5.53388, -1.57308)
H (1.83031, -6.71855, -0.33156)
H (3.60891, -4.43835, 0.07565)
H (2.93693, -5.46161, 1.36126)
H (1.91826, -3.19475, 1.63664)
N (7.19494, 2.12036, -2.66430)
C (6.26440, 1.47444, -2.50411)
C (5.09691, 0.72517, -2.22508)
C (4.88273, 0.28230, -0.91389)
C (3.71622, -0.37435, -0.60059)
C (2.76597, -0.63080, -1.59855)
C (2.99520, -0.20564, -2.91870)
C (4.15502, 0.47036, -3.22661)
H (5.63861, 0.45756, -0.16187)
H (3.53451, -0.73046, 0.40482)
H (2.25743, -0.42713, -3.67747)
H (4.35243, 0.77969, -4.24039)

Summary:
HOMO energy (spin up / spin down) in Ha: -0.46764 / -0.51005
2S+1: 5
Molecular weight in Da: 747.6
⟨S²⟩: 6.024
Charge: +2
Kohn-Sham gap (spin up / spin down) in eV: 7.10 / 5.62



Entry 4:
The following is a DFT calculation (the ωB97M-V functional and the def2-TZVPD basis) of 2 unconnected molecules or ions with the total composition CH2NO3S.

Positions of all 8 atoms, in Å:
C (0.86156, -0.12074, 0.35182)
N (-0.16466, 0.54081, 0.04312)
O (0.05745, 2.01103, -0.05685)
O (-1.43377, 0.30665, -0.00703)
O (-0.10323, -2.31585, 0.31461)
S (2.43861, -0.26424, 0.27304)
H (-0.92037, -2.26733, -0.27018)
H (-0.73558, 2.10967, -0.64853)

Summary:
HOMO energy (spin up / spin down) in Ha: -0.14546 / -0.14533
2S+1: 1
Molecular weight in Da: 108.1
Charge: -1
Kohn-Sham gap (spin up / spin down) in eV: 7.31 / 7.30



Entry 5:
The following is a DFT calculation (the ωB97M-V functional and the def2-TZVPD basis) of C2H5N3O in the gas phase.

Positions of all 11 atoms, in Å:
C (0.03694, 0.11018, 0.08950)
N (-0.06491, -1.19656, -0.38441)
C (1.22151, 0.77175, 0.51244)
O (2.31234, -0.03187, 0.34298)
N (-1.07064, 0.84251, 0.23773)
N (-2.30694, 0.59066, -0.00596)
H (3.09785, 0.44609, 0.63810)
H (0.84277, -1.58696, -0.58994)
H (-0.73638, -1.35283, -1.12411)
H (-2.43280, -0.37083, -0.32766)
H (-0.89973, 1.77787, 0.61133)

Summary:
HOMO energy (spin up / spin down) in Ha: -0.29416 / -0.29333
2S+1: 1
Molecular weight in Da: 87.1
Kohn-Sham gap (spin up / spin down) in eV: 7.94 / 7.93



Entry 6:
The following is a DFT calculation (the ωB97M-V functional and the def2-TZVPD basis) of a molecular structure, C39H34ClCoN7O4Se.

Positions of all 87 atoms, in Å:
Co (0.61718, -0.34710, 0.33185)
Cl (0.51328, 3.89774, 6.14911)
C (0.63773, 3.11279, 4.59642)
C (1.26064, 3.79309, 3.52577)
C (1.36874, 3.20562, 2.30209)
C (0.87522, 1.88928, 2.05865)
O (0.97644, 1.39904, 0.89235)
C (0.25304, 1.21682, 3.15979)
C (-0.27983, -0.08310, 3.03856)
N (-0.18938, -0.84249, 1.99008)
C (-0.74658, -2.14266, 1.96916)
C (-1.40407, -2.78769, 2.98266)
C (-1.94658, -4.07317, 2.78252)
C (-1.83677, -4.71051, 1.58083)
C (-1.15097, -4.08221, 0.51834)
C (-0.99646, -4.65374, -0.76710)
C (-0.32639, -3.96407, -1.72803)
C (0.20007, -2.69021, -1.42909)
N (0.07421, -2.12949, -0.25811)
C (-0.60044, -2.80685, 0.72489)
C (0.13967, 1.86516, 4.41726)
H (1.64557, 4.79172, 3.68778)
H (1.82419, 3.72891, 1.47225)
H (-0.80543, -0.45931, 3.91564)
H (-1.52982, -2.31990, 3.94985)
H (-2.47270, -4.55362, 3.59774)
H (-2.27176, -5.69057, 1.42755)
H (-1.42438, -5.62832, -0.97134)
H (-0.20050, -4.36696, -2.72343)
H (0.71221, -2.12087, -2.19246)
H (-0.34544, 1.35289, 5.24029)
O (4.74164, 0.90545, -4.92521)
C (3.33173, 0.99133, -5.05894)
C (2.69359, 0.73112, -3.72581)
C (1.44906, 1.25306, -3.42457)
C (0.85882, 0.93603, -2.21231)
N (1.46559, 0.14262, -1.32975)
C (2.70471, -0.30869, -1.57160)
C (3.33642, -0.04986, -2.76987)
C (3.34835, -1.05368, -0.44794)
C (4.61847, -1.59712, -0.52332)
C (5.16848, -2.21971, 0.59018)
C (6.56999, -2.77260, 0.53404)
O (7.53574, -1.75466, 0.31414)
C (4.41555, -2.27570, 1.75076)
C (3.14196, -1.72627, 1.74299)
N (2.62549, -1.13455, 0.67721)
H (5.14911, 1.17130, -5.75421)
H (2.96670, 0.23995, -5.76856)
H (3.01873, 1.97228, -5.42378)
H (0.92907, 1.90283, -4.11664)
H (-0.11550, 1.32374, -1.92584)
H (4.33247, -0.41765, -2.96855)
H (5.19685, -1.53173, -1.43577)
H (6.66940, -3.45145, -0.31204)
H (6.78350, -3.33419, 1.44724)
H (7.46221, -1.09839, 1.01510)
H (4.80569, -2.74107, 2.64728)
H (2.50982, -1.75860, 2.62456)
Se (-2.05389, 2.34531, 0.01942)
C (-2.83151, 4.06181, 0.35516)
C (-2.19932, 5.00716, 1.17264)
C (-2.77524, 6.24869, 1.41681)
C (-3.99975, 6.58239, 0.85294)
C (-4.64165, 5.65476, 0.04086)
C (-4.06624, 4.41320, -0.20419)
H (-1.24506, 4.75346, 1.61897)
H (-2.26346, 6.96388, 2.05327)
H (-4.44683, 7.55139, 1.04307)
H (-5.60001, 5.90136, -0.40463)
H (-4.57061, 3.69330, -0.83683)
C (-3.69327, -1.15828, -3.92485)
N (-3.66256, -1.14577, -2.47095)
C (-4.76671, -1.38460, -1.72866)
C (-4.74303, -1.27962, -0.38637)
C (-3.51828, -0.81335, 0.18778)
N (-2.41512, -0.66256, -0.51303)
C (-2.42883, -0.85836, -1.85233)
O (-1.43228, -0.80396, -2.57290)
N (-3.47585, -0.45809, 1.48205)
H (-4.68085, -1.46898, -4.25850)
H (-2.93557, -1.83688, -4.30862)
H (-3.47315, -0.16338, -4.30878)
H (-5.66438, -1.64877, -2.27199)
H (-5.62485, -1.45598, 0.21126)
H (-4.33844, -0.38134, 1.98781)
H (-2.73758, 0.19919, 1.70995)

Summary:
HOMO energy (spin up / spin down) in Ha: -0.18890 / -0.18884
2S+1: 2
Molecular weight in Da: 838.1
⟨S²⟩: 0.756
Kohn-Sham gap (spin up / spin down) in eV: 4.50 / 4.49